{
  "formula": "C5H9NO",
  "method": "wB97M-V/def2-TZVPD",
  "species": ["C", "C", "C", "C", "O", "C", "N", "H", "H", "H", "H", "H", "H", "H", "H", "H"],
  "positions_angstrom": [[-0.97557, -0.35699, 1.19922], [-0.18209, -0.04639, -0.06026], [-0.32558, -1.12967, -1.12586], [-0.21618, 1.38695, -0.63490], [1.22724, 1.50320, -0.46905], [1.24860, 0.32904, 0.24620], [2.10275, -0.17221, 1.01615], [-0.89518, 0.45643, 1.92806], [-2.03346, -0.53837, 0.98280], [-0.55346, -1.25481, 1.66333], [0.01786, -2.09367, -0.73731], [-1.37581, -1.23132, -1.42367], [0.26410, -0.89219, -2.01821], [-0.71614, 2.12669, -0.00277], [-0.51944, 1.50423, -1.67923], [2.93236, 0.40910, 1.11550]],
  "nbo_charge": [-0.599, -0.158, -0.594, -0.058, -0.506, 0.583, -0.698, 0.215, 0.210, 0.231, 0.224, 0.211, 0.216, 0.183, 0.185, 0.356],
  "lumo_ev": 0.89,
  "orbital_gap_ev": 10.954
}

---

{
  "formula": "C5H9NO",
  "method": "wB97M-V/def2-TZVPD",
  "species": ["N", "C", "C", "C", "C", "C", "O", "H", "H", "H", "H", "H", "H", "H", "H", "H"],
  "positions_angstrom": [[-1.47207, 0.83775, -2.04749], [-1.19208, 0.27577, -1.00892], [-1.39336, -0.23741, 0.27982], [-0.35225, 0.17011, 1.34064], [0.99008, 0.51603, 0.68360], [1.43023, -0.55682, -0.32436], [0.34151, -1.00316, -1.10489], [-1.06109, 0.54429, -2.92472], [-2.43759, -0.27601, 0.59005], [-0.64499, -1.20234, -0.28709], [-0.22578, -0.66003, 2.04736], [-0.71450, 1.02750, 1.92172], [0.88399, 1.47346, 0.15489], [1.76383, 0.66021, 1.44696], [1.86444, -1.41851, 0.20665], [2.21963, -0.15085, -0.97421]],
  "nbo_charge": [-0.636, 0.655, -0.661, -0.378, -0.434, -0.065, -0.757, 0.415, 0.252, 0.446, 0.204, 0.209, 0.199, 0.218, 0.163, 0.170],
  "lumo_ev": 0.94,
  "orbital_gap_ev": 9.254
}

---

{
  "formula": "C5H9NO",
  "method": "wB97M-V/def2-TZVPD",
  "species": ["C", "C", "C", "O", "C", "N", "C", "H", "H", "H", "H", "H", "H", "H", "H", "H"],
  "positions_angstrom": [[0.74080, 1.89505, -0.27422], [-0.12595, 0.79940, 0.22154], [-0.95029, 0.46840, 1.29244], [-1.33369, 0.92798, 2.36155], [-1.31307, -0.87755, 0.58738], [-0.30403, -0.50515, -0.48359], [0.90079, -1.37998, -0.58280], [1.78385, 1.59267, -0.46032], [0.76535, 2.66556, 0.50240], [0.36760, 2.37213, -1.19424], [-2.31976, -0.92969, 0.16213], [-1.05556, -1.82323, 1.07146], [-0.74309, -0.44629, -1.40763], [1.67755, -0.93911, 0.04229], [1.24451, -1.43819, -1.61718], [0.66497, -2.38200, -0.22122]],
  "nbo_charge": [-0.653, -0.168, 0.445, -0.667, -0.279, -0.352, -0.420, 0.196, 0.252, 0.199, 0.204, 0.197, 0.389, 0.232, 0.211, 0.214],
  "lumo_ev": 0.48,
  "orbital_gap_ev": 7.687,
  "smiles": "CC1=C([O-])C[N@@H+]1C"
}

---

{
  "formula": "C5H9NO",
  "method": "wB97M-V/def2-TZVPD",
  "species": ["H", "N", "C", "C", "O", "C", "C", "C", "H", "H", "H", "H", "H", "H", "H", "H"],
  "positions_angstrom": [[1.38714, -1.45815, -1.19635], [2.08112, -0.76356, -0.92208], [2.00780, -0.44215, 0.32809], [0.78433, -0.35971, 1.11036], [0.57441, -0.73112, 2.22390], [-0.49799, 0.54783, 0.24554], [-1.78853, -0.16602, 0.61661], [-0.26164, 0.69184, -1.20269], [2.82380, 0.15461, 0.73157], [-0.42330, 1.50136, 0.77363], [-2.64557, 0.45265, 0.34933], [-1.87181, -1.11500, 0.08594], [-1.82568, -0.37341, 1.68414], [-0.68252, -0.10989, -1.80680], [0.89463, 0.50448, -1.43475], [-0.55619, 1.66623, -1.58643]],
  "nbo_charge": [0.342, -0.574, 0.002, 0.537, -0.499, -0.274, -0.613, -0.650, 0.192, 0.216, 0.212, 0.202, 0.231, 0.206, 0.245, 0.226],
  "lumo_ev": -0.06,
  "orbital_gap_ev": 9.268,
  "smiles": "[H]/N=C\\C(=O)C(C)C"
}

---

{
  "formula": "C5H9NO",
  "method": "wB97M-V/def2-TZVPD",
  "species": ["C", "C", "C", "C", "N", "C", "O", "H", "H", "H", "H", "H", "H", "H", "H", "H"],
  "positions_angstrom": [[-1.81959, 0.66064, 1.31100], [-0.53128, 0.82746, 1.56384], [0.58817, 0.16468, 0.78581], [0.31726, 0.00626, -0.71449], [1.49008, 0.39026, -1.48357], [-0.06021, -1.42972, -1.07155], [0.02827, -2.37223, -0.32416], [-2.54046, 1.02545, 2.02728], [-2.18314, 0.12484, 0.44595], [-0.17220, 1.36690, 2.43185], [1.49278, 0.76493, 0.90928], [0.72925, -0.82579, 1.22699], [-0.50559, 0.62423, -1.07142], [2.25126, -0.28561, -1.46492], [1.32374, 0.57013, -2.46438], [-0.40833, -1.61242, -2.10751]],
  "nbo_charge": [-0.420, -0.148, -0.470, -0.157, -0.819, 0.426, -0.522, 0.204, 0.186, 0.199, 0.227, 0.249, 0.211, 0.362, 0.366, 0.107],
  "lumo_ev": 0.89,
  "orbital_gap_ev": 10.115,
  "smiles": "C=CC[C@@H](N)C=O"
}

---

{
  "formula": "C5H9NO",
  "method": "wB97M-V/def2-TZVPD",
  "species": ["C", "C", "C", "C", "C", "N", "O", "H", "H", "H", "H", "H", "H", "H", "H", "H"],
  "positions_angstrom": [[1.28020, -0.07674, 0.39337], [0.76147, 1.10358, -1.15155], [0.25819, -0.13965, -0.46151], [-0.74313, -1.19702, -0.75131], [-1.38920, -0.10119, 1.65646], [1.87879, 1.08651, -0.21014], [-1.47784, 1.06667, 1.38531], [1.83407, -0.74625, 1.09774], [1.03044, 0.87954, -2.19626], [0.15975, 2.07430, -1.09225], [-1.17290, -1.78081, 0.08690], [-0.18613, -2.03565, -1.42634], [-1.58484, -0.83155, -1.33616], [-0.44857, -0.52733, 1.99117], [-2.17893, -0.74493, 1.56370], [1.97862, 1.97053, 0.45086]],
  "nbo_charge": [-0.053, -0.231, -0.075, -0.655, 0.290, -0.616, -0.513, 0.201, 0.201, 0.203, 0.219, 0.223, 0.228, 0.113, 0.105, 0.360],
  "lumo_ev": 0.89,
  "orbital_gap_ev": 8.997
}

---

{
  "formula": "C5H9NO",
  "method": "wB97M-V/def2-TZVPD",
  "species": ["C", "C", "C", "C", "O", "C", "N", "H", "H", "H", "H", "H", "H", "H", "H", "H"],
  "positions_angstrom": [[1.40894, -0.50157, 0.97668], [0.37105, -0.37953, -0.12778], [0.93106, -0.00761, -1.49116], [-1.45593, 0.72686, 0.48723], [-1.78064, 1.98197, 0.93312], [-0.55325, -1.48039, -0.16860], [-1.49386, -2.15366, -0.11648], [1.85515, 0.48260, 1.11820], [0.95644, -0.82798, 1.91950], [2.22132, -1.21052, 0.73946], [1.72095, -0.69360, -1.84303], [1.36669, 0.98814, -1.40768], [0.14857, 0.00730, -2.25795], [-1.81850, 0.53113, -0.52741], [-1.43703, 0.11664, 1.38683], [-2.44095, 2.42021, 0.37908]],
  "nbo_charge": [-0.628, -0.141, -0.628, 0.043, -0.695, 0.242, -0.356, 0.217, 0.221, 0.215, 0.216, 0.217, 0.218, 0.185, 0.187, 0.488],
  "lumo_ev": 0.42,
  "orbital_gap_ev": 9.007
}

---

{
  "formula": "C5H9NO",
  "method": "wB97M-V/def2-TZVPD",
  "species": ["C", "C", "C", "N", "C", "C", "O", "H", "H", "H", "H", "H", "H", "H", "H", "H"],
  "positions_angstrom": [[2.34795, -0.19749, 0.19506], [0.87138, -0.36984, 0.21740], [-0.10890, -0.65574, -0.89484], [-1.16007, -0.43561, 0.11766], [-2.40967, -0.23574, 0.06811], [-0.07154, -0.22976, 1.21883], [-0.32024, -0.00850, 2.38484], [2.88262, -1.12095, -0.06735], [2.69973, 0.12230, 1.18007], [2.65325, 0.56876, -0.53045], [-0.29520, 2.08230, -0.31494], [-0.18207, 0.06725, -1.72306], [-0.16066, -1.67598, -1.30231], [-0.87333, 2.37855, -0.68199], [-2.95883, -0.29090, -0.86920], [-2.91444, 0.00136, 1.00218]],
  "nbo_charge": [-0.640, -0.213, -0.218, -0.265, -0.008, 0.562, -0.652, 0.213, 0.236, 0.211, 0.009, 0.182, 0.186, -0.018, 0.196, 0.219],
  "lumo_ev": [0.08, 0.08],
  "orbital_gap_ev": [7.531, 7.531]
}